# 1
{
  "formula": "C27H36BrFeN6S2Si2",
  "method": "ωB97M-V with the def2-TZVPD basis set",
  "homo_energy_ev": [-4.01, -3.99],
  "max_force_ev_per_a": 1.5,
  "gap_ev": [6.06, 6.05],
  "total_charge": -1,
  "e_tot_ha": -6592.230779,
  "multiplicity": 1,
  "e_lumo_ev": [2.05, 2.05],
  "species": ["Fe", "N", "C", "C", "N", "H", "H", "H", "H", "H", "H", "H", "H", "C", "Si", "C", "C", "C", "C", "C", "C", "C", "C", "N", "Si", "C", "C", "C", "H", "H", "H", "H", "H", "H", "H", "H", "H", "H", "H", "H", "H", "H", "H", "H", "H", "H", "H", "H", "H", "H", "S", "C", "C", "C", "C", "N", "C", "C", "C", "S", "C", "N", "H", "H", "Br", "C", "C", "C", "N", "C", "C", "H", "H", "H", "H"],
  "xyz": [[0.254, 0.260, 0.003], [-0.928, -1.425, 1.122], [-2.272, -1.959, 1.295], [-3.207, -1.704, 0.130], [-3.291, -0.294, -0.207], [-0.580, -1.653, 0.192], [-0.263, -1.849, 1.759], [-2.715, -1.513, 2.195], [-2.246, -3.043, 1.474], [-4.174, -2.145, 0.424], [-2.877, -2.246, -0.759], [-3.768, 0.241, 0.512], [-3.780, -0.153, -1.081], [4.024, 0.052, -0.796], [2.744, -0.384, -2.084], [2.365, 1.024, -3.284], [3.746, -1.517, -3.239], [1.200, -1.238, -1.415], [0.029, -0.941, -2.236], [-0.635, -1.792, -3.147], [-1.721, -1.333, -3.852], [-2.194, -0.033, -3.639], [-1.569, 0.711, -2.659], [-0.509, 0.288, -1.979], [1.467, -3.029, -0.968], [2.210, -4.197, -2.260], [2.594, -3.161, 0.524], [-0.166, -3.937, -0.580], [4.853, 0.538, -1.318], [4.413, -0.849, -0.318], [3.650, 0.712, -0.020], [2.590, 0.685, -4.297], [3.017, 1.864, -3.041], [1.347, 1.407, -3.267], [4.419, -0.866, -3.804], [3.126, -2.054, -3.958], [4.369, -2.242, -2.717], [-0.251, -2.791, -3.306], [-2.204, -1.975, -4.581], [-3.030, 0.371, -4.191], [-1.934, 1.700, -2.410], [3.279, -4.080, -2.406], [1.737, -4.119, -3.241], [2.034, -5.212, -1.889], [3.638, -3.229, 0.210], [2.367, -4.066, 1.092], [2.519, -2.297, 1.187], [-1.065, -3.383, -0.836], [-0.223, -4.196, 0.479], [-0.199, -4.868, -1.148], [1.579, 0.217, 1.900], [2.018, 1.898, 2.070], [2.478, 2.367, 3.301], [2.865, 3.687, 3.486], [3.312, 4.106, 4.786], [3.669, 4.414, 5.835], [2.798, 4.572, 2.403], [2.349, 4.113, 1.174], [1.949, 2.789, 0.976], [1.408, 2.263, -0.594], [3.179, 5.953, 2.538], [3.483, 7.059, 2.621], [2.528, 1.679, 4.135], [2.304, 4.803, 0.342], [-4.952, 3.541, 2.667], [-3.375, 2.744, 1.991], [-2.676, 1.845, 2.775], [-1.543, 1.260, 2.224], [-1.122, 1.544, 0.993], [-1.785, 2.440, 0.269], [-2.934, 3.072, 0.722], [-2.989, 1.599, 3.777], [-0.931, 0.547, 2.759], [-1.348, 2.680, -0.689], [-3.448, 3.791, 0.102]],
  "forces_ev_per_angstrom": [[0.6, 1.4, 0.0], [0.2, 0.1, -0.7], [0.0, -0.1, 0.3], [-0.2, 0.0, 0.1], [-0.1, 0.1, 0.0], [-0.1, -0.5, -0.1], [-0.1, 0.1, 0.1], [0.1, 0.1, 0.0], [-0.1, 0.0, 0.0], [0.0, 0.0, -0.1], [0.1, 0.0, 0.0], [0.0, 0.0, 0.0], [0.0, 0.0, 0.0], [0.0, 0.0, 0.0], [-0.1, -0.1, 0.1], [0.0, 0.0, 0.0], [0.0, 0.0, 0.0], [-0.2, -0.1, -0.1], [0.0, 0.1, 0.2], [0.1, 0.0, 0.0], [-0.1, 0.2, 0.0], [0.1, -0.2, 0.0], [0.1, 0.1, -0.1], [-0.4, -0.8, 0.4], [0.0, 0.2, -0.2], [0.0, -0.1, 0.0], [0.1, 0.0, 0.1], [0.0, 0.0, 0.0], [0.1, 0.0, 0.0], [0.0, -0.1, 0.0], [0.0, 0.0, 0.0], [0.0, 0.0, -0.1], [0.0, 0.0, -0.1], [0.0, 0.0, 0.1], [0.0, 0.0, 0.0], [-0.1, 0.0, -0.1], [0.0, -0.1, 0.1], [0.0, 0.0, 0.0], [0.0, 0.0, 0.0], [0.0, 0.0, 0.0], [-0.1, 0.0, 0.0], [0.1, 0.1, 0.0], [-0.1, 0.0, 0.0], [0.0, 0.0, -0.1], [0.0, 0.0, 0.0], [0.0, 0.0, 0.0], [-0.1, 0.0, 0.0], [-0.1, 0.0, -0.1], [0.0, 0.0, 0.0], [0.0, -0.1, 0.0], [0.0, -0.1, 0.1], [0.0, -0.2, 0.1], [0.0, 0.0, 0.0], [0.0, -0.1, 0.2], [0.0, 0.0, -0.2], [0.0, 0.0, 0.1], [0.1, 0.3, 0.0], [0.0, 0.0, -0.1], [-0.1, 0.1, -0.2], [-0.1, -0.1, 0.2], [0.0, -0.2, 0.0], [0.0, 0.1, 0.0], [0.0, 0.0, 0.0], [0.0, 0.0, 0.0], [-0.1, 0.0, 0.0], [-0.1, 0.1, 0.0], [0.2, -0.1, -0.1], [-0.1, 0.2, -0.2], [0.1, -0.3, -0.3], [0.0, 0.1, 0.3], [0.2, -0.1, 0.0], [0.0, 0.0, 0.0], [0.0, 0.0, 0.1], [0.0, 0.0, 0.0], [0.0, 0.0, 0.0]],
  "lowdin_charge": [0.06, -0.02, -0.26, -0.27, 0.03, 0.01, 0.07, 0.11, 0.10, 0.11, 0.10, 0.07, 0.07, -0.19, 0.43, -0.22, -0.20, -0.38, -0.39, -0.04, -0.08, -0.09, -0.16, 0.02, 0.46, -0.20, -0.18, -0.18, 0.03, 0.02, -0.02, 0.02, 0.02, -0.01, 0.02, 0.02, 0.01, 0.10, 0.10, 0.09, 0.10, 0.01, 0.02, 0.02, 0.03, 0.03, -0.02, 0.00, 0.03, 0.03, 0.68, -0.65, -0.07, -0.21, -0.19, 0.14, -0.21, -0.07, -0.64, 0.72, -0.19, 0.14, 0.11, 0.11, 0.73, -0.70, -0.10, -0.13, -0.01, -0.14, -0.10, 0.10, 0.07, 0.07, 0.10]
}

# 2
{
  "formula": "H3NO3Si",
  "method": "ωB97M-V with the def2-TZVPD basis set",
  "homo_energy_ev": -9.65,
  "max_force_ev_per_a": 3.0,
  "gap_ev": 8.51,
  "smiles": "O=[SiH2].O=NO",
  "e_tot_ha": -571.646980,
  "multiplicity": 1,
  "e_lumo_ev": -1.14,
  "species": ["O", "Si", "H", "H", "O", "N", "O", "H"],
  "xyz": [[0.607, -0.287, 1.017], [1.777, -0.438, 0.077], [2.657, 0.677, 0.127], [2.131, -1.668, -0.593], [-2.635, 0.478, -1.456], [-1.654, 0.568, -0.774], [-1.909, 0.493, 0.563], [-0.974, 0.178, 1.040]],
  "forces_ev_per_angstrom": [[-1.0, -0.2, 0.5], [-0.3, 0.0, 0.7], [1.0, 0.6, -0.5], [0.2, -0.3, -0.4], [1.1, 0.4, 1.4], [-0.5, -0.6, -0.6], [1.6, -1.0, 0.9], [-2.0, 1.1, -1.9]],
  "nbo_charge": [-1.20, 1.67, -0.22, -0.21, -0.32, 0.31, -0.57, 0.54]
}

# 3
{
  "formula": "C2H7N3",
  "method": "ωB97M-V with the def2-TZVPD basis set",
  "homo_energy_ev": -9.78,
  "max_force_ev_per_a": 3.8,
  "gap_ev": 10.64,
  "smiles": "[H]/N=C(\\N)CN",
  "e_tot_ha": -244.632657,
  "multiplicity": 1,
  "e_lumo_ev": 0.85,
  "species": ["H", "N", "C", "N", "C", "N", "H", "H", "H", "H", "H", "H"],
  "xyz": [[1.210, -1.511, -1.352], [0.445, -1.197, -0.759], [0.501, -0.047, -0.167], [1.593, 0.957, -0.423], [-0.740, 0.384, 0.537], [-2.023, -0.414, 0.297], [2.422, 0.416, -0.499], [1.780, 1.491, 0.490], [-0.752, 1.577, 0.340], [-0.548, 0.362, 1.680], [-1.787, -1.409, 0.584], [-2.100, -0.608, -0.729]],
  "forces_ev_per_angstrom": [[0.3, 0.6, 0.2], [-0.1, 1.2, 1.0], [1.3, -1.2, -2.9], [-2.0, -0.4, 3.2], [-0.5, 2.2, 1.9], [2.0, -0.7, -0.7], [0.9, -0.6, -0.5], [-0.7, -0.7, -1.7], [-0.9, -2.7, 0.2], [-0.3, -0.1, -1.7], [-0.2, 1.6, 0.0], [0.2, 0.8, 0.9]],
  "nbo_charge": [0.35, -0.72, 0.42, -0.83, -0.30, -0.81, 0.36, 0.36, 0.21, 0.22, 0.37, 0.36]
}